Density functional theory data (ωB97M-V with the def2-TZVPD basis set) for C8HB2O17Pb3 as an isolated structure.

* E_tot: -2211.983059 Ha
* total charge: +3

Cartesian coordinates (Å):
B  1.51121  0.45186  2.35456
O  0.51235  0.51238  -3.30020
O  -1.09650  -1.98218  -3.51740
C  2.10159  0.29627  0.15794
O  2.27666  1.19608  3.33037
C  -3.09906  0.55102  0.88229
O  -4.98665  1.91426  0.11036
O  -0.90820  1.18651  4.66937
C  0.04902  1.06359  4.00569
C  2.35125  -1.06318  0.88981
O  1.81049  2.31741  5.18365
O  2.76288  -2.13443  0.40551
Pb  2.43247  -3.82247  -1.17907
O  0.19278  0.30586  2.89525
C  -4.01058  1.32928  -0.11812
O  1.64757  1.10312  1.01502
C  -0.50096  0.29197  -2.63167
O  -2.37190  -0.92262  -2.08050
O  -1.05308  1.02464  -1.78271
Pb  0.75366  -2.77967  -4.85422
O  -3.45406  1.13394  -1.34441
O  -2.10739  -0.00794  0.15250
O  -3.20980  0.54215  2.03322
Pb  3.04563  0.18466  -3.49885
O  2.29985  0.56487  -1.02794
C  -1.32859  -1.01945  -2.77948
B  -2.29801  0.32297  -1.24840
O  2.16026  -0.90452  2.10315
C  1.45061  1.70665  4.27261
O  1.86342  -2.01827  -2.66062
H  1.20307  -1.34475  -2.43768

Löwdin population analysis, charges in e, atoms 1 to 6:
1 B -0.82
2 O -0.10
3 O -0.11
4 C -0.34
5 O 0.24
6 C -0.36


Density functional theory data (ωB97M-V with the def2-TZVPD basis set) for a 18-piece molecular cluster, C90H210N6O42 overall.

* E_tot: -7042.700474 Ha

Cartesian coordinates (Å):
H  -5.46124  -19.44929  24.54368
C  -10.70959  -25.17902  19.11903
H  -7.45019  -28.71807  23.65928
H  -18.92143  -24.17492  14.56756
H  -7.48893  -25.26966  23.74604
H  -12.64706  -15.80128  22.62076
O  0.94104  -27.77933  22.65764
H  -4.75785  -19.45564  19.06546
H  -8.47592  -28.72187  26.56388
H  -8.77401  -23.57078  22.82242
H  -9.08710  -15.14831  23.84915
O  -11.34091  -23.89717  19.15448
H  -3.61492  -27.21016  20.09735
H  -2.15997  -22.31990  21.47347
O  -17.43364  -23.15273  15.43373
H  -7.66418  -17.59597  17.69244
H  -7.02516  -25.48134  21.99054
H  -4.49582  -24.18512  27.79124
H  -3.92273  -28.36266  22.93262
H  -4.93345  -22.99415  14.82523
H  -0.36431  -25.97634  27.10292
H  -6.27253  -24.14523  31.71529
C  -7.17423  -27.71437  23.33597
H  -0.25559  -23.73805  18.94651
C  -11.41565  -23.28970  24.96109
C  -4.05286  -19.58509  13.51188
C  -9.26351  -17.62797  20.72454
H  -12.36228  -22.47538  17.89623
H  -11.75994  -26.60091  13.89297
H  -8.48844  -15.25378  21.46485
C  -11.27744  -12.67929  23.68098
O  -6.64666  -29.64055  26.68074
H  -16.89475  -25.48899  13.99823
H  -8.85896  -28.42158  29.00221
C  -3.97495  -28.96850  14.56626
H  -7.72448  -26.25874  16.25013
H  0.40685  -17.16886  24.64999
H  -13.29793  -24.00083  24.44668
H  -1.14888  -26.45882  16.47793
H  -3.63055  -30.55847  21.92532
H  -12.94455  -19.99545  17.72853
H  -2.55089  -22.61684  11.52421
H  -7.31732  -19.42127  23.15582
H  -4.18741  -20.09711  20.54919
H  -6.57606  -22.85759  25.53817
C  -5.88672  -23.44375  15.10314
C  -3.40428  -27.78523  22.16718
O  -10.00765  -17.64426  15.74920
H  -7.54725  -26.62518  14.40799
H  -6.19296  -23.40510  16.14852
O  -13.66318  -22.38535  25.75443
C  -5.83357  -18.86596  14.91073
C  -1.55968  -20.37539  22.10588
H  0.55783  -25.80279  22.51137
H  -4.36299  -31.02000  20.29429
C  -6.51383  -24.67066  18.82255
H  -5.97209  -17.38691  17.64279
C  -3.19136  -20.28135  28.74570
N  -1.96909  -27.14449  26.93349
C  -7.91116  -24.32853  27.63156
H  -8.57727  -22.62695  18.42115
C  -6.84933  -19.31229  15.96514
H  -8.31221  -28.30199  17.91301
O  -7.86269  -21.98710  12.53206
O  -6.51156  -24.65222  27.42191
O  -9.43411  -27.92278  13.68874
H  -1.89402  -29.98129  18.94929
H  -11.41457  -23.54812  22.37078
H  -10.93736  -24.15884  24.50949
H  -11.24545  -14.71499  25.12514
H  -0.49075  -23.95264  16.14949
O  -7.14909  -23.50939  33.47012
C  0.77914  -22.47091  22.62614
H  -7.22664  -24.12182  35.39805
C  -4.27625  -25.07420  24.52722
C  -7.86791  -22.84329  31.17507
O  -8.25729  -26.89873  22.86609
H  -14.45110  -25.08744  16.85841
H  -1.62751  -26.08269  21.36112
H  -15.22692  -24.07751  15.76402
H  -2.67057  -28.86947  17.77323
C  -3.39486  -27.57910  27.04412
C  -8.21396  -28.85257  16.97743
O  -1.99464  -28.06121  22.28181
H  -1.28587  -24.92466  19.64297
O  -2.12721  -24.98395  27.52113
H  -7.35312  -21.50101  18.27320
H  -3.37530  -25.59947  24.21024
H  0.38132  -25.17393  19.94901
H  -6.35350  -26.91582  31.90459
H  -7.30028  -29.43813  16.87544
H  -4.99503  -29.07962  14.93396
C  -1.14133  -27.01862  21.63637
H  -13.38005  -17.56583  16.41267
H  -5.47340  -23.39115  21.01458
H  -2.81347  -19.08081  25.14215
H  -1.49897  -19.76016  26.17500
H  -9.87031  -25.05644  22.99169
H  -6.42262  -27.86382  22.56083
H  -8.38992  -20.75293  23.14697
C  -1.00449  -28.27755  26.70416
O  -12.10549  -20.45442  21.29885
H  -5.86969  -21.87111  13.15423
C  -12.20373  -19.66695  22.51561
H  1.18425  -22.39712  21.61691
C  -6.84063  -27.73411  31.37430
H  -2.91573  -22.21952  15.63299
C  -1.50217  -24.27519  16.39664
C  -15.01423  -25.13417  15.92632
H  -7.77855  -31.07275  25.62700
C  -7.10853  -31.00503  26.48408
H  -7.91242  -24.78528  31.91626
H  -5.39408  -27.82898  29.89200
H  -12.73526  -22.42732  22.81373
C  -1.13152  -30.60945  16.49935
N  -11.61883  -18.37178  17.12819
H  -11.21330  -19.23235  22.65082
C  -3.63407  -21.29469  17.44666
H  -8.86577  -29.45376  32.51060
C  -1.46316  -25.94434  27.16384
C  -11.81896  -15.85228  23.32768
C  -2.71563  -22.79633  12.58663
O  -5.07208  -20.85608  26.04295
H  -10.27209  -21.07367  21.93647
C  -12.49159  -17.28146  16.97648
C  -8.06893  -29.10709  28.69557
H  -9.90674  -19.46490  16.70527
O  -3.27914  -29.65105  15.57571
H  -8.30111  -23.53024  27.00008
O  -0.22253  -25.61965  18.06896
O  -12.38903  -13.53608  23.94507
C  -9.05403  -24.56180  22.46526
H  -7.53678  -22.21213  19.86546
O  -10.60832  -15.62793  22.64190
C  -3.98146  -27.97919  20.77731
H  -10.89587  -12.15635  24.55794
O  -9.27853  -24.54610  21.11347
H  -3.95924  -29.53836  13.63722
H  -10.77102  -22.58012  17.49807
H  -3.01828  -27.22752  15.22920
C  -14.15267  -25.67297  14.79812
C  -4.46468  -23.80164  20.96881
O  -4.87616  -24.64491  23.27569
H  -15.62151  -22.89089  25.33931
C  -7.50879  -26.96046  15.44443
H  -6.58743  -23.15131  23.89568
H  -3.78583  -27.85022  26.06344
H  2.46547  -26.63158  23.49501
C  -1.53641  -18.41191  28.94406
H  -2.40510  -20.25309  12.30489
H  -1.35168  -29.26101  14.88613
C  -0.01812  -26.71507  22.66671
H  -8.09518  -22.43608  24.66313
H  -3.98674  -19.75713  29.27548
C  -11.57064  -23.22397  17.86436
H  -16.78063  -21.61277  14.41936
H  -2.25228  -25.87443  17.74942
H  -11.01765  -25.65755  21.23973
C  -2.92780  -20.59137  13.19957
H  -10.80947  -23.01491  25.82431
H  -15.45168  -21.63074  26.57949
C  -1.98788  -20.82456  24.35636
C  -5.68346  -20.40765  25.03799
H  -6.32477  -18.79899  13.93999
H  -14.50518  -25.54829  13.77426
H  -10.79059  -25.55165  14.87666
H  -0.47324  -18.24149  29.11351
H  -6.15104  -31.49767  26.31485
H  -16.08533  -23.15253  13.85942
H  -6.59100  -27.03486  29.29527
H  -1.98690  -17.81621  29.73798
C  -3.34952  -27.65328  14.28204
H  -12.96727  -15.13227  25.06381
O  -8.06543  -17.28330  21.48671
H  -1.91875  -24.46617  15.40765
C  -8.84565  -28.37491  32.66482
H  -1.29299  -28.72627  25.75361
H  -2.50756  -27.56755  13.59513
H  -18.75884  -24.37051  16.30893
H  -0.74099  -27.51057  20.74990
O  -0.71537  -29.52525  17.37167
H  -2.96480  -24.23779  22.57636
O  -3.32802  -21.05511  18.79450
H  -11.83804  -26.72894  15.63632
O  -0.62577  -22.72024  22.44209
C  -10.44783  -18.54649  16.42970
C  -6.73513  -18.08966  17.97747
H  -5.55620  -23.62330  28.91916
C  -12.91065  -23.55559  25.36313
H  -6.72893  -18.08523  19.06745
H  2.77225  -28.38879  23.41614
C  -11.20187  -21.52284  21.58740
N  -6.69107  -21.00826  24.41057
H  -2.15466  -20.49543  13.96190
O  -8.21009  -27.64044  31.62529
H  -7.19362  -27.78024  27.17062
C  -16.99751  -22.65620  14.19060
C  -8.30556  -23.42662  14.89943
H  -11.88886  -23.99857  17.16663
N  -8.41035  -28.08886  15.68642
H  -0.97590  -21.20971  24.23125
H  -7.60732  -31.42577  27.35717
H  -12.02774  -16.51099  16.36058
C  -10.19732  -25.45524  20.55108
H  -5.57915  -17.81920  15.07703
H  -9.30223  -24.11129  29.37576
H  -4.26747  -24.58792  18.32734
H  -0.65416  -19.82518  22.36164
H  -11.83052  -16.89797  23.63510
H  -2.08106  -19.82570  21.32223
H  -9.95419  -29.33024  15.09622
C  -7.81367  -25.53871  22.74092
H  1.77367  -27.72982  24.66204
H  -7.09399  -24.84887  19.72796
H  -11.43909  -25.90561  18.76125
O  -16.27109  -25.82085  16.03036
C  -3.96129  -23.81545  22.44706
H  -3.76655  -26.44354  11.94279
H  -3.23424  -23.75266  12.51890
H  -11.60793  -11.96151  22.93020
H  -7.14884  -20.35012  15.81923
H  -7.82140  -24.99145  29.76841
C  -4.95018  -25.06138  19.03292
H  -9.62386  -26.38016  20.48979
H  -9.10534  -23.32013  14.16654
H  -9.88348  -16.77453  20.44999
H  -9.04661  -29.55578  16.99441
H  -10.88481  -21.94388  20.63331
H  -3.43730  -26.78632  22.60214
O  -4.30313  -26.68309  13.92937
H  -3.60118  -18.63407  13.79408
H  -1.28511  -16.88244  25.23925
C  -7.26985  -23.92315  32.09496
H  -1.74124  -22.89148  13.06581
C  -12.10904  -14.82059  24.46850
H  -5.05555  -27.80466  20.71439
C  -17.29954  -25.55544  15.00809
H  -1.70499  -31.36670  17.03396
H  -6.88633  -20.76586  22.24643
H  -8.41715  -24.46417  15.21430
C  -4.65111  -26.70742  12.52248
O  -6.54989  -23.30078  18.31294
H  -7.81019  -25.41369  34.29129
C  -0.30335  -24.79993  19.18778
O  -11.26545  -22.25445  24.02497
H  -6.46637  -27.25668  15.56153
O  -4.70961  -19.80200  14.76824
H  -4.77541  -19.50160  12.70007
O  -7.69202  -22.94862  29.74901
O  0.13949  -20.40759  30.17313
O  -6.93292  -29.17006  29.52125
H  -2.53527  -21.54402  24.96532
H  -9.10510  -18.31497  19.89325
C  -8.23525  -16.06271  22.15014
H  -3.33605  -21.35782  28.83729
C  -1.34816  -25.65165  17.18281
H  1.21939  -23.32728  23.13693
C  -1.94175  -30.07292  15.31124
H  -11.26498  -20.15876  18.29947
H  -4.82814  -26.08963  18.69246
H  -5.28564  -25.83209  12.38367
C  -9.36737  -15.99600  23.22387
C  -6.48012  -27.91291  29.93154
O  -4.46227  -25.08526  20.38148
C  -2.61501  -22.17762  16.67985
H  -9.57321  -16.89546  23.80412
C  -4.36311  -20.36991  19.50861
H  -6.53850  -28.64913  31.88375
H  -6.08509  -24.99033  34.51087
H  -3.99406  -22.85681  22.96477
H  -5.31450  -30.03085  21.44156
H  0.06942  -28.10517  26.77549
C  -7.32916  -20.50991  23.20898
C  -4.31126  -30.30267  21.11335
C  -1.20960  -21.79147  21.54872
O  -12.84077  -25.17847  14.85952
H  -12.84268  -16.90841  17.93859
H  -3.37442  -19.96276  27.71949
C  -9.30322  -28.50555  14.76710
H  -3.81839  -20.36708  16.90474
H  -1.99793  -30.81890  14.51849
H  -5.55631  -22.81909  27.33318
C  -7.00612  -22.45413  24.62145
H  -8.56752  -30.07561  28.73384
C  -7.57361  -22.43045  18.79819
H  -10.37278  -13.16231  23.31171
H  -5.84134  -24.53236  15.07220
H  -12.94528  -18.88836  22.33671
H  -9.85854  -28.01894  32.85308
O  -6.48021  -19.28538  17.35060
C  -6.90084  -22.24269  13.25846
O  -0.89912  -18.66138  24.52824
C  -0.44307  -17.57344  25.19957
C  -18.21366  -24.39949  15.36551
H  -0.17668  -31.00108  16.14861
H  -9.89839  -25.24961  18.39442
C  -11.77417  -26.01711  14.81333
O  -2.50004  -20.45210  23.08843
H  -9.93238  -18.21482  21.35407
H  -13.06095  -24.31070  26.13470
H  -3.95541  -26.71953  27.41157
H  -14.09503  -26.75580  14.90882
H  -3.40691  -28.38256  27.78061
H  -1.44420  -28.24580  18.77735
C  -5.50722  -23.78186  27.84187
H  -4.63072  -21.69449  17.25976
H  -17.75050  -22.56343  13.40799
H  -12.21559  -18.99481  19.02688
H  -4.02127  -24.21636  25.14946
H  -8.51944  -22.90502  15.83232
H  1.04335  -21.55417  23.15329
H  -7.29189  -15.75546  22.60154
C  -1.81646  -19.52097  25.16007
C  -7.09886  -24.59890  34.42636
O  -3.51175  -21.84839  13.14050
H  -8.26366  -28.30189  33.58354
C  -1.73561  -29.15665  18.25433
H  -0.14003  -17.80930  26.21969
H  -5.23395  -21.02181  19.57765
O  -3.76593  -29.26789  20.25005
H  -1.69348  -21.59612  16.65291
O  -2.27394  -23.43752  17.23930
H  -1.17283  -29.13366  27.35749
H  -7.10748  -25.31853  18.17762
C  -1.00900  -20.68675  29.81222
C  -12.05627  -19.45178  18.05020
N  -6.98036  -23.03024  14.31299
H  -1.90853  -17.94318  28.03306
H  -17.88604  -26.47038  14.92443
C  -8.22644  -24.15092  29.20489
H  -4.81144  -25.78038  25.16205
C  2.02217  -27.62113  23.60632
C  -11.65882  -22.53101  22.67729
H  -5.14152  -27.57668  12.08433
C  -14.97477  -22.49868  26.12417
H  -14.92583  -23.12039  27.01814
H  -8.45246  -25.23142  27.34892
H  -7.80638  -18.80409  15.84733
H  -3.88685  -23.11920  20.34552
H  -8.83977  -22.54302  31.56677
C  -7.60691  -28.78771  27.21855
H  -1.51625  -21.59794  30.16523
H  -12.48517  -20.10504  23.47319
H  -0.54363  -26.64440  23.61904
N  -1.86206  -19.82468  29.15678
H  -6.68952  -27.35390  24.24328
H  -7.30182  -21.92803  31.34808
H  -0.78959  -21.78433  20.54292

Löwdin population analysis, charges in e, atoms 1 to 6:
1 H 0.14
2 C -0.17
3 H 0.08
4 H 0.11
5 H 0.10
6 H 0.13


What did we get for frontier orbital gap? Answer: 1.55 9.00 eV, in the order shown.